C3H2N2O2S | ωB97M-V with the def2-TZVPD basis set

Structure (XYZ):
```
10
C3H2N2O2S | the Open Molecules 2025 dataset | ωB97M-V with the def2-TZVPD basis set
C 0.718 0.970 1.149
C 0.222 -0.153 0.262
C -0.647 -1.272 -1.215
H -0.316 2.271 -0.428
H -1.229 -1.531 -2.124
N -0.367 0.026 -0.852
N -0.286 -2.156 -0.310
O 1.194 0.648 2.224
O 0.325 -1.422 0.653
S 0.387 2.620 0.640
```

Results
- total energy (eV) = -21052.160
- LUMO level (eV) = -0.564
- ΔE to the lowest compared entry with this formula, charge and spin (kcal per mole) = 59.35
- M (g mol⁻¹) = 130.1
- Kohn-Sham gap (eV) = 10.057

=====

C3H2N2O3 | ωB97M-V with the def2-TZVPD basis set

Structure (XYZ):
```
10
C3H2N2O3 | the Open Molecules 2025 dataset | ωB97M-V with the def2-TZVPD basis set
O 2.579 -0.054 -0.292
C 1.429 -0.166 -0.029
N 0.462 -1.024 0.138
C -0.959 -0.652 0.055
O -1.875 -1.537 -0.048
C -0.778 0.759 -0.009
O -1.616 1.674 -0.237
N 0.586 0.998 0.414
H 0.842 -2.063 0.114
H 0.972 1.939 0.528
```

Results
- total energy (eV) = -12264.778
- LUMO level (eV) = -1.767
- ΔE to the lowest compared entry with this formula, charge and spin (kcal per mole) = 50.82
- M (g mol⁻¹) = 114.1
- Kohn-Sham gap (eV) = 9.207
- SMILES = O=C1NC(=O)C(=O)N1

=====

C3H2N2O3 | ωB97M-V with the def2-TZVPD basis set

Structure (XYZ):
```
10
C3H2N2O3 | the Open Molecules 2025 dataset | ωB97M-V with the def2-TZVPD basis set
O -3.084 -0.255 1.372
C -1.898 -0.255 1.007
N -0.908 -1.369 1.414
N 0.191 -1.059 0.945
C 0.120 -0.033 0.046
C 1.190 0.198 -0.809
O 1.219 1.060 -1.737
O -1.114 0.648 0.175
H 2.083 -0.322 -0.450
H 2.201 1.387 -1.964
```

Results
- total energy (eV) = -12263.013
- LUMO level (eV) = -0.789
- ΔE to the lowest compared entry with this formula, charge and spin (kcal per mole) = 91.52
- M (g mol⁻¹) = 114.1
- Kohn-Sham gap (eV) = 8.631
- SMILES = O=C1N=N/C(=C/O)O1

=====

C3H2N2O3 | ωB97M-V with the def2-TZVPD basis set

Structure (XYZ):
```
10
C3H2N2O3 | the Open Molecules 2025 dataset | ωB97M-V with the def2-TZVPD basis set
O 1.539 1.186 -1.785
N 1.055 1.669 -0.631
O 1.272 2.692 -0.086
C 0.017 0.626 -0.033
N -0.040 0.224 1.296
C -0.578 -1.046 1.179
C -0.899 -1.317 -0.226
O -0.252 -0.277 -0.880
H -0.871 -1.665 2.212
H -1.242 -2.092 -1.045
```

Results
- total energy (eV) = -12259.823
- LUMO level (eV) = -0.991
- ΔE to the lowest compared entry with this formula, charge and spin (kcal per mole) = 165.09
- M (g mol⁻¹) = 114.1
- Kohn-Sham gap (eV) = 9.120
- SMILES = O=[N+]([O-])c1ncco1

=====

C3H2N2O4S3 | ωB97M-V with the def2-TZVPD basis set

Structure (XYZ):
```
14
C3H2N2O4S3 | the Open Molecules 2025 dataset | ωB97M-V with the def2-TZVPD basis set
C 2.690 0.042 -0.612
C 2.797 -0.056 0.708
C 4.520 1.369 -0.610
N 3.580 0.840 -1.272
N -4.768 1.930 1.061
O -4.220 -0.581 0.923
O 5.507 2.027 -0.857
O -4.806 -3.027 0.581
O -4.563 -1.702 -1.506
S 4.218 0.859 1.233
S -4.975 0.692 0.346
S -3.979 -2.089 -0.197
H 1.860 -0.101 -1.333
H 2.139 -0.203 1.535
```

Results
- total energy (eV) = -46818.901
- LUMO level (eV) = 5.161
- ΔE to the lowest compared entry with this formula, charge and spin (kcal per mole) = 2.05
- M (g mol⁻¹) = 226.3
- Kohn-Sham gap (eV) = 6.651
- total charge = -2

=====

C3H2N2S | ωB97M-V with the def2-TZVPD basis set

Structure (XYZ):
```
8
C3H2N2S | the Open Molecules 2025 dataset | ωB97M-V with the def2-TZVPD basis set
S -2.313 0.009 -0.128
C -0.724 0.086 0.094
C 0.098 -1.124 0.076
N 1.377 -0.825 -0.144
N 1.488 0.602 -0.191
C 0.297 1.155 0.048
H -0.395 -2.100 0.087
H 0.173 2.197 0.157
```

Results
- total energy (eV) = -16955.841
- LUMO level (eV) = -2.611
- ΔE to the lowest compared entry with this formula, charge and spin (kcal per mole) = 36.04
- M (g mol⁻¹) = 98.1
- Kohn-Sham gap (eV) = 7.125
- SMILES = S=C1C=NN=C1

=====

C3H2N2S | ωB97M-V with the def2-TZVPD basis set

Structure (XYZ):
```
8
C3H2N2S | the Open Molecules 2025 dataset | ωB97M-V with the def2-TZVPD basis set
S -2.520 -0.187 -0.122
C -0.882 -0.297 0.250
C -0.181 1.029 0.073
N 1.047 0.754 -0.179
C 1.105 -0.803 -0.109
N -0.014 -1.318 0.033
H -0.729 2.069 0.191
H 2.174 -1.246 -0.137
```

Results
- total energy (eV) = -16956.048
- LUMO level (eV) = -2.187
- ΔE to the lowest compared entry with this formula, charge and spin (kcal per mole) = 31.26
- M (g mol⁻¹) = 98.1
- Kohn-Sham gap (eV) = 7.307
- SMILES = S=C1C=NC=N1

=====

C3H2N2S2 | ωB97M-V with the def2-TZVPD basis set

Structure (XYZ):
```
9
C3H2N2S2 | the Open Molecules 2025 dataset | ωB97M-V with the def2-TZVPD basis set
C 0.074 0.720 -0.256
C -0.070 -0.549 -0.044
C 2.370 -0.177 -0.408
N 1.070 -0.088 -0.947
N 3.122 -1.233 -0.248
S 3.294 1.180 0.205
S 4.567 -0.526 0.191
H -0.313 1.656 -0.475
H -0.113 -1.408 0.595
```

Results
- total energy (eV) = -27788.874
- LUMO level (eV) = -0.406
- ΔE to the lowest compared entry with this formula, charge and spin (kcal per mole) = 98.79
- M (g mol⁻¹) = 130.2
- Kohn-Sham gap (eV) = 8.146

=====

C3H2N4 | ωB97M-V with the def2-TZVPD basis set

Structure (XYZ):
```
9
C3H2N4 | the Open Molecules 2025 dataset | ωB97M-V with the def2-TZVPD basis set
C 0.984 2.248 0.324
C 0.322 1.262 0.059
C 0.516 -2.119 -0.374
N -0.102 -2.621 0.436
N -2.663 -0.405 0.244
N -1.630 -0.048 0.034
N -0.620 0.426 -0.416
H 1.860 2.795 0.375
H 1.333 -1.537 -0.682
```

Results
- total energy (eV) = -9097.966
- LUMO level (eV) = 0.763
- ΔE to the lowest compared entry with this formula, charge and spin (kcal per mole) = 113.58
- M (g mol⁻¹) = 94.1
- Kohn-Sham gap (eV) = 10.329

=====

C3H2N4O | ωB97M-V with the def2-TZVPD basis set

Structure (XYZ):
```
10
C3H2N4O | the Open Molecules 2025 dataset | ωB97M-V with the def2-TZVPD basis set
C 1.287 1.142 -0.064
N 1.985 -0.053 0.204
N 1.408 -1.161 -0.093
N -0.004 -0.740 -0.290
C -1.385 -1.035 -0.062
N -2.118 0.004 0.213
O -1.309 1.119 -0.110
C 0.010 0.685 -0.329
H 1.624 2.089 0.311
H -1.498 -2.052 0.221
```

Results
- total energy (eV) = -11146.428
- LUMO level (eV) = 0.138
- ΔE to the lowest compared entry with this formula, charge and spin (kcal per mole) = 65.59
- M (g mol⁻¹) = 110.1
- Kohn-Sham gap (eV) = 9.835
- SMILES = c1nnn2cnoc12

=====

C3H2N4S | ωB97M-V with the def2-TZVPD basis set

Structure (XYZ):
```
10
C3H2N4S | the Open Molecules 2025 dataset | ωB97M-V with the def2-TZVPD basis set
C 0.702 1.177 -0.835
C -0.649 -0.464 -0.243
C 0.074 -0.519 -2.154
N -0.050 0.639 0.063
N 0.694 0.576 -2.007
N -0.735 -1.163 -1.307
N -1.516 -1.249 1.934
S -0.378 -1.048 2.938
H 1.240 1.994 -0.587
H 0.617 0.058 2.200
```

Results
- total energy (eV) = -19930.761
- LUMO level (alpha / beta) (eV) = -1.122 / -1.399
- ΔE to the lowest compared entry with this formula, charge and spin (kcal per mole) = 150.03
- M (g mol⁻¹) = 126.1
- Kohn-Sham gap (alpha / beta) (eV) = 7.838 / 6.592

=====

C3H2N4S | ωB97M-V with the def2-TZVPD basis set

Structure (XYZ):
```
10
C3H2N4S | the Open Molecules 2025 dataset | ωB97M-V with the def2-TZVPD basis set
S -2.255 -0.046 -0.445
C -0.789 -0.028 0.309
C -0.001 1.087 0.795
N 1.033 1.437 0.140
N 1.769 0.658 -0.775
C 1.911 -0.616 -0.497
N 1.177 -1.325 0.470
N -0.128 -1.140 0.634
H -0.171 1.853 1.482
H 2.573 -1.180 -1.301
```

Results
- total energy (eV) = -19933.442
- LUMO level (eV) = -2.175
- ΔE to the lowest compared entry with this formula, charge and spin (kcal per mole) = 88.21
- M (g mol⁻¹) = 126.1
- Kohn-Sham gap (eV) = 7.360
- SMILES = S=c1cnncnn1

=====

C3H2NO2P | ωB97M-V with the def2-TZVPD basis set

Structure (XYZ):
```
9
C3H2NO2P | the Open Molecules 2025 dataset | ωB97M-V with the def2-TZVPD basis set
C 1.124 1.814 -0.104
C -0.099 1.604 -0.118
N -1.342 1.273 -0.079
P -2.098 -0.045 0.182
O -0.885 -1.179 0.604
C 0.174 -1.655 -0.024
O 0.197 -1.837 -1.200
H 2.077 2.159 0.169
H 0.853 -2.134 0.569
```

Results
- total energy (eV) = -18014.618
- LUMO level (eV) = -1.267
- ΔE to the lowest compared entry with this formula, charge and spin (kcal per mole) = 39.07
- M (g mol⁻¹) = 115.0
- Kohn-Sham gap (eV) = 8.272
- SMILES = C#C/N=P\OC=O

=====

C3H2NOS | ωB97M-V with the def2-TZVPD basis set

Structure (XYZ):
```
8
C3H2NOS | the Open Molecules 2025 dataset | ωB97M-V with the def2-TZVPD basis set
O -1.196 0.830 -0.017
C -0.682 0.385 1.072
N 0.348 -0.367 1.154
C 0.876 -0.580 -0.170
C 0.176 0.058 -1.114
S -0.099 0.363 -2.655
H -1.273 0.535 1.935
H 1.851 -1.224 -0.205
```

Results
- total energy (eV) = -17515.863
- LUMO level (eV) = 3.819
- ΔE to the lowest compared entry with this formula, charge and spin (kcal per mole) = 18.00
- M (g mol⁻¹) = 100.1
- Kohn-Sham gap (eV) = 6.494
- total charge = -1
- SMILES = [O-]/C=N\C=C=S

=====

C3H2NOS | ωB97M-V with the def2-TZVPD basis set

Structure (XYZ):
```
8
C3H2NOS | the Open Molecules 2025 dataset | ωB97M-V with the def2-TZVPD basis set
O -1.584 1.071 -0.404
N -1.357 0.042 -1.123
C -0.354 -0.775 -0.937
C 0.598 -0.674 0.060
C 0.877 0.228 0.979
S 1.969 0.807 2.231
H -0.211 -1.664 -1.540
H 0.062 0.965 0.734
```

Results
- total energy (eV) = -17511.987
- LUMO level (alpha / beta) (eV) = 2.599 / 2.683
- ΔE to the lowest compared entry with this formula, charge and spin (kcal per mole) = 107.38
- M (g mol⁻¹) = 100.1
- Kohn-Sham gap (alpha / beta) (eV) = 5.781 / 5.863
- total charge = -1
- SMILES = O=NC=C=C[S-]

=====

C3H2NOS2 | ωB97M-V with the def2-TZVPD basis set

Structure (XYZ):
```
9
C3H2NOS2 | the Open Molecules 2025 dataset | ωB97M-V with the def2-TZVPD basis set
C -0.899 -0.167 1.097
C 0.121 0.111 -2.220
C 0.163 -0.512 1.801
N 0.495 0.904 -1.437
O -0.278 -0.434 -3.182
S -2.238 0.114 0.267
S 1.533 0.657 1.994
H 0.351 -1.601 2.081
H 0.752 0.928 -0.400
```

Results
- total energy (eV) = -28351.685
- LUMO level (eV) = 3.361
- ΔE to the lowest compared entry with this formula, charge and spin (kcal per mole) = 49.83
- M (g mol⁻¹) = 132.2
- Kohn-Sham gap (eV) = 6.442
- total charge = -1

=====

C3H2NS3 | ωB97M-V with the def2-TZVPD basis set

Structure (XYZ):
```
9
C3H2NS3 | the Open Molecules 2025 dataset | ωB97M-V with the def2-TZVPD basis set
C -0.216 0.940 -0.595
C 1.097 1.393 -0.139
C 2.240 0.750 -0.356
N -0.236 -0.130 -1.233
S 1.632 2.911 0.380
S 4.647 -1.617 0.439
S 3.656 -0.070 -0.664
H -1.068 1.708 -0.310
H -1.056 -0.487 -1.508
```

Results
- total energy (eV) = -37135.974
- 2S+1 = 3
- LUMO level (alpha / beta) (eV) = 3.275 / 1.674
- ΔE to the lowest compared entry with this formula, charge and spin (kcal per mole) = 14.49
- M (g mol⁻¹) = 148.3
- Kohn-Sham gap (alpha / beta) (eV) = 5.535 / 5.482
- total charge = -1

=====

C3H2O | ωB97M-V with the def2-TZVPD basis set

Structure (XYZ):
```
6
C3H2O | the Open Molecules 2025 dataset | ωB97M-V with the def2-TZVPD basis set
C -1.864 -0.023 0.006
C -0.639 -0.184 -0.086
C 0.614 0.356 -0.080
O 1.697 -0.282 0.060
H -2.938 -0.166 0.309
H 0.696 1.526 0.172
```

Results
- total energy (eV) = -5187.274
- LUMO level (eV) = -0.501
- ΔE to the lowest compared entry with this formula, charge and spin (kcal per mole) = 21.16
- M (g mol⁻¹) = 54.0
- Kohn-Sham gap (eV) = 9.919
- SMILES = C#CC=O

=====

C3H2O | ωB97M-V with the def2-TZVPD basis set

Structure (XYZ):
```
6
C3H2O | the Open Molecules 2025 dataset | ωB97M-V with the def2-TZVPD basis set
C 0.384 -1.257 1.647
C 0.326 -1.306 2.852
C 0.162 -0.439 -0.068
O -0.437 0.624 -0.175
H 0.908 -0.495 -0.795
H -1.115 0.890 0.628
```

Results
- total energy (eV) = -5181.995
- LUMO level (eV) = -1.917
- ΔE to the lowest compared entry with this formula, charge and spin (kcal per mole) = 142.88
- M (g mol⁻¹) = 54.0
- Kohn-Sham gap (eV) = 7.101

=====

C3H2O2 | ωB97M-V with the def2-TZVPD basis set

Structure (XYZ):
```
7
C3H2O2 | the Open Molecules 2025 dataset | ωB97M-V with the def2-TZVPD basis set
C 0.571 -0.012 0.782
C 2.139 0.313 0.556
C 0.417 -0.381 -0.610
O 0.352 -1.326 0.355
O 2.037 -0.044 -0.711
H -0.291 0.253 1.394
H -0.211 -0.511 -1.352
```

Results
- total energy (eV) = -7232.028
- LUMO level (eV) = 0.329
- ΔE to the lowest compared entry with this formula, charge and spin (kcal per mole) = 112.41
- M (g mol⁻¹) = 70.0
- Kohn-Sham gap (eV) = 9.695